# 1
The following is a DFT calculation (ωB97M-V/def2-TZVPD) of a molecular structure, C57H53N8NiOP2Se2Te at a distorted geometry.

Cartesian coordinates (Å):
Te -0.90 2.02 -0.63
Se 4.02 -3.94 -0.18
Se -1.88 -4.54 0.21
Ni -2.82 -1.50 0.43
P 0.19 -4.14 0.16
P 3.46 -1.95 0.18
O -3.02 -1.54 -1.60
N -4.70 -0.23 0.51
N -6.76 -0.14 -0.25
N -2.30 0.33 -0.61
N -6.66 -3.27 -0.08
N -4.70 -2.95 0.85
N 1.34 -0.35 0.55
N -0.51 -1.49 0.58
N 0.05 -0.30 0.71
C -2.39 2.65 2.06
C 2.98 4.27 -1.06
C 1.52 -5.07 -4.12
C 0.55 -3.63 -2.47
C -6.25 -4.50 0.38
C -2.15 1.25 2.54
C -3.07 5.25 1.31
C 5.10 -0.42 4.21
C -6.34 1.16 -0.09
C -5.74 -0.94 0.13
C -2.34 4.47 0.44
C 1.01 -4.87 1.61
C 0.90 -3.88 -3.79
C -1.98 3.15 0.82
C 5.29 -1.74 3.83
C 2.94 3.63 1.23
C 1.76 -6.03 -3.14
C 1.77 -6.03 1.63
C -1.50 1.35 -4.94
C 3.61 0.50 -1.24
C -3.12 3.49 2.91
C 5.12 -1.25 -1.92
C -4.29 5.65 3.48
C 1.14 3.80 -2.67
C 1.69 -1.63 0.32
C -2.72 1.77 -5.44
C -1.97 5.06 -0.91
C 4.17 1.35 -2.18
C 1.05 3.12 -0.19
C -3.83 0.72 -3.58
C 2.28 -6.51 2.83
C 5.20 0.91 -3.00
C -3.89 1.45 -4.76
C 4.40 0.45 3.38
C -2.59 -0.33 -1.70
C 1.23 -4.70 4.01
C 1.02 2.41 2.27
C 1.67 3.07 1.07
C 0.83 -4.56 -1.48
C 5.67 -0.39 -2.87
C 2.02 -5.84 4.02
C 0.72 -4.22 2.81
C 1.72 3.71 -1.27
C -5.70 -2.38 0.23
C -5.04 -4.28 0.96
C 1.40 -5.78 -1.83
C 4.98 4.84 0.36
C -5.06 1.09 0.37
C 4.11 -1.32 1.77
C 3.61 4.24 0.18
C 0.50 -2.38 0.35
C -2.60 0.32 -3.06
C 3.90 0.01 2.17
C -3.47 4.78 2.56
C 4.80 -2.19 2.61
C 4.09 -0.80 -1.10
C -1.43 0.63 -3.75
H 5.35 4.67 1.37
H -3.08 0.69 2.52
H -5.29 5.81 3.07
H 1.76 2.18 3.04
H 6.47 -0.75 -3.51
H -3.82 6.63 3.61
H 4.96 5.92 0.18
H -2.28 4.40 -1.72
H -0.88 5.19 -0.98
H 3.49 4.74 -1.90
H -2.77 2.34 -6.36
H -4.41 -4.99 1.48
H 4.95 -3.22 2.30
H 5.64 1.57 -3.74
H 0.10 -3.33 2.81
H 0.27 3.07 2.71
H -2.44 6.02 -1.04
H 1.99 -6.56 0.72
H 0.68 -3.14 -4.55
H 1.81 -5.27 -5.15
H -1.43 0.73 1.91
H 5.49 -0.07 5.16
H -6.83 -5.40 0.25
H -3.36 6.25 1.01
H 4.25 1.48 3.69
H 3.41 3.59 2.21
H 3.80 2.37 -2.27
H 1.02 -4.18 4.94
H 5.47 -2.26 -1.83
H -0.47 0.31 -3.37
H -7.48 -3.11 -0.65
H 2.43 -6.22 4.95
H 5.82 -2.43 4.48
H -4.85 1.77 -5.15
H -6.97 2.01 -0.32
H 2.25 -6.96 -3.40
H 0.53 1.48 1.97
H -1.78 1.25 3.57
H 1.74 3.20 -3.36
H -7.68 -0.43 -0.53
H 0.04 -2.70 -2.21
H -3.43 3.10 3.88
H 0.11 3.46 -2.72
H -4.38 1.89 0.60
H 2.78 0.85 -0.63
H -0.59 1.60 -5.48
H -4.73 0.45 -3.04
H 1.18 4.83 -3.03
H 2.88 -7.41 2.83
H 3.34 0.68 1.54
H 5.69 4.40 -0.34
H -4.40 5.19 4.46
H 1.59 -6.54 -1.08

Calculated values
E_LUMO (spin up / spin down) = -0.082 / -0.528 eV
highest occupied orbital energy (spin up / spin down) = -6.561 / -7.418 eV
expectation value of S² = 3.76
energy relative to the best compared isomer or geometry (same formula, charge and spin) = 0.00 kJ/mol
charge = 0
2S+1 = 4
HOMO-LUMO gap (spin up / spin down) = 6.5 / 6.9 eV

Mulliken atomic charge list, values in e, 8 entries: 0.06 -0.44 -0.39 0.29 0.64 1.20 -0.71 0.21


# 2
The following is a DFT calculation (ωB97M-V/def2-TZVPD) of 4 unconnected molecules or ions with the total composition C4H16O4 at a distorted geometry.

Cartesian coordinates (Å):
O -2.30 -0.38 -0.44
O -2.06 2.03 3.01
O 0.60 -0.68 -0.63
O 1.89 -3.23 -1.36
C -2.64 0.62 -1.32
C 3.13 -2.83 -1.91
C -0.63 2.20 3.22
C 1.05 0.63 -0.35
H 3.09 -1.91 -2.49
H -2.86 -1.14 -0.60
H -0.33 -0.68 -0.86
H -0.12 2.75 2.43
H -2.09 1.53 -1.08
H -0.32 1.15 3.24
H 0.91 1.31 -1.19
H 1.48 -2.49 -0.91
H -3.69 0.83 -1.13
H 3.61 -3.63 -2.46
H 0.66 1.17 0.51
H -2.48 0.28 -2.34
H -0.29 2.67 4.14
H -2.47 1.74 3.83
H 3.70 -2.61 -1.00
H 2.14 0.66 -0.30

Calculated values
E_LUMO = 0.686 eV
SMILES = CO.CO.CO.CO
highest occupied orbital energy = -9.474 eV
energy relative to the best compared isomer or geometry (same formula, charge and spin) = 261.59 kJ/mol
charge = 0
2S+1 = 1
HOMO-LUMO gap = 10.2 eV

Mulliken atomic charge list, values in e, 8 entries: -0.54 -0.50 -0.49 -0.51 -0.60 -0.54 -0.53 -0.51


# 3
The following is a DFT calculation (ωB97M-V/def2-TZVPD) of a gas-phase ion, C12H19N2O (charge +1) at a distorted geometry.

Cartesian coordinates (Å):
O -2.60 1.93 0.10
N -1.84 -0.30 -0.15
N -2.46 -1.14 -1.06
C -2.01 1.19 -0.61
C -0.42 -0.69 -0.20
C -0.10 -2.01 -0.48
C -1.22 1.49 -1.84
C 2.99 0.82 0.53
C 2.11 -1.43 0.05
C 0.47 0.27 0.10
C 1.20 -2.44 -0.22
C 1.87 -0.09 0.21
C 3.61 1.72 -0.57
C -1.49 -0.17 2.29
C -2.50 -0.58 1.30
H -2.06 -0.18 3.19
H -0.98 -2.62 -0.74
H -0.57 0.66 -2.09
H 2.75 2.30 -0.92
H -0.58 2.37 -1.75
H 2.63 1.62 1.28
H 0.20 1.25 0.18
H 4.19 1.25 -1.41
H -3.34 0.20 1.16
H -2.88 -1.67 1.21
H 4.41 2.26 -0.04
H -2.88 -1.94 -0.54
H 1.42 -3.50 -0.32
H -1.23 0.85 2.12
H 3.77 0.14 0.92
H 3.23 -1.68 0.25
H -0.61 -0.74 2.27
H -1.98 1.54 -2.61
H -3.10 -0.69 -1.62

Calculated values
E_LUMO = -3.529 eV
SMILES = CCc1cccc([N@@+](N)(CC)C(C)=O)c1
highest occupied orbital energy = -12.714 eV
energy relative to the best compared isomer or geometry (same formula, charge and spin) = 288.90 kJ/mol
charge = +1
2S+1 = 1
HOMO-LUMO gap = 9.2 eV

Mulliken atomic charge list, values in e, 8 entries: -0.42 0.63 -0.83 0.63 -0.55 -0.73 -0.83 -0.98


# 4
The following is a DFT calculation (ωB97M-V/def2-TZVPD) of 2 unconnected molecules or ions with the total composition CH2O3S at a distorted geometry.

Cartesian coordinates (Å):
S 0.44 1.15 -0.88
O -0.71 0.89 -0.04
O 0.94 -1.02 -0.02
O -0.02 2.09 -1.84
C 0.03 -1.04 0.75
H 0.22 -0.74 1.78
H -0.91 -1.34 0.25

Calculated values
E_LUMO = -1.143 eV
highest occupied orbital energy = -10.487 eV
energy relative to the best compared isomer or geometry (same formula, charge and spin) = 113.63 kJ/mol
charge = 0
2S+1 = 1
HOMO-LUMO gap = 9.3 eV

Table of Mulliken atomic charges, one value per atom, all in e: 0.86 -0.46 -0.48 -0.44 0.00 0.29 0.23


# 5
The following is a DFT calculation (ωB97M-V/def2-TZVPD) of 3 unconnected molecules or ions with the total composition C23H38N2O6 at a distorted geometry.

Cartesian coordinates (Å):
O 0.87 -0.61 -1.83
O -0.39 0.83 -3.31
O -4.58 0.16 0.92
O 0.49 1.71 -1.36
O -1.73 1.62 -0.09
O -4.12 3.09 1.74
N 2.02 0.29 -6.79
N 5.03 -5.07 0.26
C 3.91 -4.98 -0.51
C -3.42 -1.99 1.34
C -1.91 2.86 0.63
C -5.62 1.10 1.27
C 1.84 -0.11 -8.09
C 0.67 -0.78 3.51
C -0.72 0.78 0.50
C 2.52 1.23 2.03
C 0.81 0.58 -6.23
C 2.11 1.51 3.57
C -0.16 0.36 -7.18
C 1.60 -0.17 -0.65
C 0.79 1.07 -0.06
C 3.60 -3.65 -0.66
C 1.45 1.98 1.09
C -5.12 2.22 2.33
C 0.79 0.73 4.04
C 4.57 -2.91 0.05
C 5.44 -3.81 0.61
C -4.51 -0.92 1.90
C 0.28 0.61 -2.29
C 0.49 -0.08 -8.35
C -2.77 2.60 1.98
H -0.96 -0.30 0.15
H 1.95 -0.96 0.11
H -2.73 1.49 2.25
H 2.63 0.11 1.85
H -6.03 2.89 2.57
H -6.50 0.54 1.75
H -0.16 1.33 3.78
H 2.68 -0.38 -8.71
H 5.49 -5.92 0.52
H -2.58 3.52 -0.03
H 2.51 0.35 -1.12
H 3.54 1.72 1.86
H 1.48 -1.40 4.03
H 1.98 2.88 0.61
H -2.38 -1.57 1.59
H 2.76 -3.25 -1.22
H -3.55 -2.08 0.21
H 0.74 0.92 -5.21
H -2.29 3.16 2.87
H -0.76 0.74 1.65
H 2.98 1.37 4.30
H -1.22 0.49 -7.04
H -5.97 1.61 0.30
H 1.86 2.64 3.60
H 3.42 -5.86 -0.89
H 4.63 -1.83 0.15
H -3.52 -3.01 1.87
H -5.53 -1.46 1.96
H -4.19 -0.52 2.92
H 2.91 0.36 -6.32
H 0.80 0.67 5.19
H -4.69 1.77 3.29
H 0.03 -0.35 -9.29
H -0.34 -1.22 3.85
H 0.78 -0.88 2.37
H 0.63 2.38 1.79
H -0.96 3.46 0.81
H 6.32 -3.67 1.23

Calculated values
E_LUMO = 0.571 eV
SMILES = CCCCC[C@]1(COCCOCCOCC)COC(=O)O1.c1cc[nH]c1.c1cc[nH]c1
highest occupied orbital energy = -7.682 eV
charge = 0
2S+1 = 1
HOMO-LUMO gap = 8.3 eV

Mulliken atomic charge list, values in e, 8 entries: -0.31 -0.57 -0.32 -0.50 -0.36 -0.42 0.01 0.04


# 6
The following is a DFT calculation (ωB97M-V/def2-TZVPD) of a molecular structure, C42H49F9N3OPSi4TeTi at a distorted geometry.

Cartesian coordinates (Å):
Te -0.61 0.48 0.95
Ti 0.18 1.01 -1.62
P 0.13 -1.45 -2.17
Si -0.85 -1.00 4.21
Si -0.17 1.10 3.32
Si 2.10 1.57 3.77
Si -1.52 2.96 3.86
F -0.93 -7.99 -1.06
F 3.74 -0.75 -7.88
F -6.55 -2.23 -3.06
F 1.27 -8.01 -1.32
F -6.13 -0.75 -4.64
F 4.35 1.13 -6.90
F 5.35 -0.74 -6.33
F 0.42 -7.74 0.68
F -5.77 -2.92 -5.01
O -0.01 4.55 -0.03
N 2.35 1.14 -1.21
N -1.69 2.16 -1.97
N 0.58 2.95 -1.56
C 2.11 0.44 -5.28
C 3.10 0.07 3.28
C -0.29 3.62 -0.77
C 4.29 0.32 -0.18
C 0.24 -7.39 -0.62
C 0.60 -3.60 -0.38
C 0.36 -2.35 3.74
C 0.28 -5.93 -0.93
C 0.20 -4.19 -2.61
C 4.17 2.65 -0.86
C 0.50 -4.93 0.02
C -2.62 -1.57 -1.86
C -5.66 -1.92 -4.05
C 0.38 -3.16 -1.68
C -4.04 2.00 -1.67
C -3.24 2.70 3.25
C -2.58 -1.48 3.68
C 4.88 1.60 -0.32
C 4.11 -0.18 -6.67
C -2.75 3.62 -0.40
C 3.14 -0.45 -5.59
C -1.62 3.12 -1.02
C -1.55 3.09 5.71
C 1.21 -1.09 -3.56
C -3.92 2.90 -0.57
C 2.32 1.93 5.62
C -4.25 -1.82 -3.59
C 2.32 -1.90 -3.82
C 3.03 0.10 -0.69
C -0.98 4.65 3.30
C -1.90 -1.59 -4.11
C 2.86 2.40 -1.25
C -0.88 -0.88 6.08
C 3.22 -1.62 -4.84
C 1.16 0.10 -4.32
C 2.59 3.15 2.92
C -1.55 -1.51 -2.78
C 0.15 -5.53 -2.26
C -2.89 1.71 -2.39
C 1.93 3.50 -1.62
C -3.21 -1.75 -4.51
C -3.94 -1.73 -2.24
H 0.29 0.79 -4.20
H -2.85 -2.49 4.08
H -2.71 -1.52 2.57
H 2.01 1.37 -5.80
H -1.77 5.40 3.52
H 3.10 -0.65 4.14
H -3.42 -1.80 -5.59
H -0.54 3.28 6.12
H 2.50 -2.81 -3.26
H -0.07 4.96 3.84
H 4.53 3.66 -1.01
H 4.15 0.31 3.00
H 1.00 -2.06 2.91
H -1.05 -1.93 6.48
H -3.35 -0.79 4.10
H 0.64 -5.16 1.06
H -1.90 2.18 6.23
H -1.75 -0.27 6.44
H -3.81 3.66 3.36
H 2.53 -0.87 -0.70
H 0.05 -0.52 6.50
H 3.42 1.96 5.80
H -2.19 3.97 6.00
H 3.72 3.18 2.72
H -0.79 4.72 2.19
H -4.69 -1.78 -1.46
H -3.27 2.42 2.19
H -4.74 3.03 0.12
H -0.19 -3.27 3.42
H -2.89 1.08 -3.28
H 2.14 3.83 -2.65
H 5.90 1.74 -0.03
H -0.05 -6.25 -3.03
H 2.05 3.30 1.99
H 1.87 1.16 6.28
H 1.98 4.38 -0.98
H -2.61 4.48 0.23
H 2.34 4.02 3.54
H -1.16 -1.51 -4.92
H 1.91 2.93 5.90
H 0.83 -2.85 0.35
H -2.38 -1.56 -0.79
H 0.04 -3.95 -3.66
H 4.86 -0.43 0.31
H -5.00 1.51 -1.91
H 1.01 -2.59 4.58
H 2.63 -0.41 2.39
H -3.81 1.91 3.78
H 4.00 -2.33 -5.07

Calculated values
E_LUMO (spin up / spin down) = -3.472 / -3.438 eV
highest occupied orbital energy (spin up / spin down) = -9.787 / -9.854 eV
expectation value of S² = 0.76
charge = +1
2S+1 = 2
HOMO-LUMO gap (spin up / spin down) = 6.3 / 6.4 eV

Mulliken atomic charge list, values in e, 8 entries: -0.50 -0.83 2.06 0.62 -0.12 0.63 0.71 -0.25


# 7
The following is a DFT calculation (ωB97M-V/def2-TZVPD) of 2 unconnected molecules or ions with the total composition C4H10OS at a distorted geometry.

Cartesian coordinates (Å):
S 0.35 0.26 0.13
O -2.38 0.65 0.67
C -3.39 0.69 -0.01
C 0.74 -1.29 -0.82
C 1.14 1.31 -0.85
C 1.48 -0.39 1.60
H 1.80 -1.30 -1.08
H 1.15 -1.40 1.92
H 1.14 0.45 2.25
H 0.58 2.12 -1.26
H -3.81 -0.15 -0.55
H 2.53 -0.19 1.39
H 0.59 -2.14 -0.23
H 0.05 -1.26 -1.62
H -4.01 1.60 -0.19
H 2.04 1.03 -1.36

Calculated values
E_LUMO = 0.570 eV
highest occupied orbital energy = -6.872 eV
energy relative to the best compared isomer or geometry (same formula, charge and spin) = 407.98 kJ/mol
charge = 0
2S+1 = 1
HOMO-LUMO gap = 7.4 eV

Mulliken atomic charge list, values in e, 8 entries: 0.27 -0.40 -0.07 -1.01 -0.81 -0.98 0.38 0.35


# 8
The following is a DFT calculation (ωB97M-V/def2-TZVPD) of 2 unconnected molecules or ions with the total composition C2H5NOS at a distorted geometry.

Cartesian coordinates (Å):
S -0.17 0.28 0.74
O -0.74 -0.62 -0.28
N -1.09 1.14 -2.90
C -0.71 1.82 -3.79
C 0.79 -0.80 2.02
H 0.64 -0.58 3.06
H 0.23 -1.69 1.88
H -1.71 0.49 -2.45
H 1.76 -0.87 1.54
H 1.00 0.82 0.17

Calculated values
E_LUMO = 0.624 eV
highest occupied orbital energy = -9.549 eV
energy relative to the best compared isomer or geometry (same formula, charge and spin) = 340.85 kJ/mol
charge = 0
2S+1 = 1
HOMO-LUMO gap = 10.2 eV

Mulliken atomic charge list, values in e, 8 entries: 0.34 -0.57 -0.07 -0.18 -0.82 0.34 0.27 0.25